1.
The following is a quantum chemistry calculation of 5 unconnected molecules or ions with the total composition C3H16NO5S2 in a non-equilibrium geometry, from OMol25.

Kohn-Sham gap, eV: 9.2
HOMO, eV: -12.2
Multiplicity: 1
Charge: +1

Positions of all 27 atoms, in Å:
N -0.829 0.173 0.752
C 0.532 0.499 1.211
C 1.239 1.596 0.146
O 0.967 1.312 -1.004
C 1.424 -0.771 0.996
S 3.198 -0.376 0.510
S 3.465 -0.262 -1.447
H -1.033 -0.878 0.818
H -1.474 0.795 1.156
H -0.801 0.405 -0.287
H 0.501 0.861 2.118
H 2.041 2.226 0.388
H 1.651 -1.217 2.054
H 0.957 -1.606 0.340
H 3.419 -1.544 -1.895
H -1.739 -3.701 -1.106
H -2.540 -3.546 0.195
O -2.211 -3.019 -0.541
H 1.907 2.538 3.216
H 0.641 3.329 3.276
O 1.016 2.573 2.916
H -0.959 0.873 -2.663
H -2.070 0.869 -3.748
O -1.301 0.342 -3.349
H -2.451 -0.499 -2.203
H -3.011 -0.902 -0.676
O -2.541 -0.067 -1.176

Charges per atom according to natural (NBO) partitioning, unit e: -0.703 -0.150 0.432 -0.542 -0.581 0.106 -0.067 0.463 0.438 0.493 0.239 0.185 0.261 0.248 0.140 0.497 0.483 -0.974 0.486 0.488 -0.960 0.479 0.489 -0.932 0.532 0.493 -1.045

=====

2.
The following is a quantum chemistry calculation of a molecular structure, C21H27BrCl5OS4SiSr in a non-equilibrium geometry, from OMol25.

Kohn-Sham gap (spin up / spin down), eV: 4.1 / 3.7
Relative energy (zero: lowest compared OMol25 entry of this formula, charge and spin), kJ/mol: 436.2
HOMO (spin up / spin down), eV: -2.2 / -1.8
Multiplicity: 1
Charge: -1

Positions of all 61 atoms, in Å:
Sr 1.788 -2.970 -1.388
O -2.289 -5.970 -5.945
C -1.894 -5.260 -5.052
S -1.868 -5.720 -3.360
C -1.142 -4.232 -2.698
C -0.900 -3.288 -3.636
S -0.178 -1.710 -3.214
S -1.243 -3.632 -5.326
S -0.833 -4.271 -1.011
Cl -2.546 0.012 -4.551
C -0.931 0.142 -5.139
C 0.077 -0.755 -4.646
C 1.410 -0.587 -5.183
Cl 2.709 -1.581 -4.599
C 1.691 0.370 -6.121
Cl 3.292 0.541 -6.735
C 0.671 1.229 -6.606
Cl 1.051 2.493 -7.723
C -0.640 1.090 -6.092
Cl -1.892 2.116 -6.699
C -2.348 -0.328 1.264
C -1.421 0.900 1.249
C -1.346 1.340 -0.221
C -2.101 2.022 2.065
Si 0.305 0.544 1.996
Br 1.400 -0.676 0.169
C 1.428 2.063 2.208
C 1.274 3.067 1.052
C 1.074 2.773 3.531
C 2.918 1.679 2.239
C 0.342 -0.713 3.430
C -0.017 -2.137 2.973
C -0.661 -0.250 4.507
C 1.725 -0.820 4.093
H -3.311 -0.041 0.830
H -2.551 -0.712 2.263
H -1.960 -1.140 0.648
H -2.326 1.723 -0.521
H -1.116 0.501 -0.876
H -0.620 2.126 -0.415
H -3.108 2.191 1.671
H -1.568 2.970 1.990
H -2.208 1.774 3.123
H 0.275 3.496 0.992
H 1.516 2.612 0.090
H 1.974 3.894 1.206
H 0.023 3.061 3.587
H 1.667 3.689 3.616
H 1.306 2.159 4.402
H 3.246 1.301 1.271
H 3.159 0.930 2.991
H 3.510 2.572 2.465
H -0.912 -2.196 2.358
H -0.180 -2.764 3.856
H 0.803 -2.580 2.407
H -1.686 -0.226 4.141
H -0.418 0.738 4.905
H -0.637 -0.952 5.346
H 2.494 -1.114 3.377
H 1.686 -1.597 4.863
H 2.034 0.104 4.583

Charges per atom according to natural (NBO) partitioning, unit e: 0.935 -0.591 0.180 0.317 -0.378 -0.468 0.192 0.332 -0.534 0.012 -0.067 -0.446 -0.068 -0.021 -0.095 0.015 -0.199 -0.005 -0.093 0.009 -0.617 -0.610 -0.615 -0.613 2.071 -0.519 -0.633 -0.608 -0.611 -0.611 -0.628 -0.611 -0.611 -0.607 0.213 0.200 0.239 0.210 0.239 0.213 0.215 0.206 0.207 0.209 0.227 0.208 0.214 0.212 0.209 0.230 0.217 0.204 0.229 0.205 0.224 0.214 0.209 0.212 0.224 0.210 0.202

=====

3.
The following is a quantum chemistry calculation of a molecular structure, C38H30BrClLaN3O5, from OMol25.

Kohn-Sham gap, eV: 3.2
Relative energy (zero: lowest compared OMol25 entry of this formula, charge and spin), kJ/mol: 241.0
HOMO, eV: 0.8
Multiplicity: 1
Charge: -2

Positions of all 79 atoms, in Å:
La 0.235 -0.126 -0.096
C 4.100 -1.963 1.737
C 5.039 -2.043 0.638
C 4.708 -1.529 -0.563
C 3.425 -0.887 -0.785
N 2.492 -0.872 0.296
C 2.891 -1.398 1.480
C 3.030 -0.339 -1.972
C 3.928 -0.085 -3.086
C 3.475 0.428 -4.247
C 2.074 0.733 -4.395
C 1.276 0.555 -3.303
N 1.676 0.091 -2.096
H 4.317 -2.377 2.712
H 5.993 -2.546 0.771
H 5.394 -1.627 -1.396
H 2.145 -1.365 2.277
H 4.987 -0.272 -2.956
H 4.170 0.641 -5.054
H 1.666 1.136 -5.312
H 0.222 0.819 -3.356
C -2.434 -0.486 4.237
C -2.634 -1.816 4.593
C -2.044 -2.807 3.846
C -1.244 -2.485 2.726
N -1.136 -1.191 2.337
C -1.687 -0.244 3.101
C -0.455 -3.508 2.048
C 0.114 -4.523 2.842
C 1.171 -5.293 2.420
C 1.767 -4.970 1.177
C 1.229 -4.029 0.353
C -0.006 -3.364 0.684
H -2.852 0.337 4.800
H -3.248 -2.076 5.448
H -2.196 -3.847 4.101
H -1.503 0.774 2.782
H -0.235 -4.642 3.862
H 1.611 -6.035 3.073
H 2.691 -5.455 0.884
H 1.732 -3.754 -0.565
Br 2.971 4.144 -1.659
C 1.083 4.277 -1.772
C 0.504 5.469 -2.174
C -0.877 5.531 -2.284
C -1.660 4.426 -1.976
C -1.071 3.239 -1.560
C 0.317 3.167 -1.474
C -1.905 2.030 -1.123
O -3.330 2.267 -1.525
O -1.408 0.870 -1.495
H 1.125 6.325 -2.403
H -1.346 6.452 -2.609
H -2.737 4.475 -2.060
H 0.815 2.244 -1.203
Cl -5.894 4.131 -0.442
C -4.301 3.751 0.182
C -3.768 2.396 -0.174
C -2.380 2.116 0.403
C -1.720 3.150 1.241
C -2.316 4.320 1.476
C -3.648 4.621 0.947
C -0.289 2.900 1.715
O 0.271 3.750 2.392
O 0.186 1.755 1.367
H -4.530 1.642 0.053
H -2.316 1.123 0.844
H -1.779 5.074 2.037
H -4.103 5.577 1.177
C -0.245 -3.372 -2.516
O -0.066 -2.402 -1.504
C -0.697 -2.624 -0.261
C -2.182 -2.413 -0.307
H -0.113 -4.378 -2.109
H 0.510 -3.180 -3.278
H -1.239 -3.291 -2.970
H -2.624 -3.067 -1.073
H -2.476 -1.388 -0.571
H -2.645 -2.665 0.645

Charges per atom according to Mulliken partitioning, unit e: 1.881 -1.061 -0.374 -1.241 0.592 0.587 0.142 0.044 -1.022 -0.463 -0.950 -0.483 0.795 0.396 0.335 0.238 0.194 0.245 0.337 0.398 0.388 -1.187 -0.479 -1.045 0.155 0.685 -0.187 0.922 -1.148 -1.015 -0.513 -0.517 1.559 0.467 0.366 0.499 0.229 0.240 0.348 0.359 0.206 -0.227 -0.814 -0.339 -0.971 -0.342 0.371 0.509 1.340 -0.721 -0.901 0.394 0.389 0.497 0.090 -0.277 -0.366 -0.338 0.898 0.329 -0.516 -0.391 -0.014 -0.844 -0.787 0.470 -0.442 0.515 0.418 -1.079 -0.008 -0.538 -1.106 0.360 0.251 0.263 0.460 0.083 0.461

=====

4.
The following is a quantum chemistry calculation of a molecular structure, C16H32Cl16 in a non-equilibrium geometry, from OMol25.

Kohn-Sham gap, eV: 7.5
Relative energy (zero: lowest compared OMol25 entry of this formula, charge and spin), kJ/mol: 4051.0
HOMO, eV: -7.5
Multiplicity: 1

Positions of all 64 atoms, in Å:
Cl -5.522 3.116 0.479
C -3.790 3.461 0.419
C -3.137 2.290 1.240
Cl -3.356 0.750 0.332
H -3.612 4.430 0.886
H -3.469 3.519 -0.621
H -3.371 2.218 2.302
H -2.058 2.447 1.237
Cl 0.620 -2.120 -2.075
C 1.413 -3.131 -0.733
C 2.746 -3.692 -1.213
Cl 2.410 -4.843 -2.556
H 0.647 -3.889 -0.569
H 1.500 -2.486 0.142
H 3.263 -4.099 -0.344
H 3.361 -2.943 -1.711
Cl -1.029 0.947 -4.935
C -1.717 0.001 -3.612
C -2.127 0.882 -2.435
Cl -3.616 1.847 -2.765
H -0.969 -0.707 -3.254
H -2.540 -0.592 -4.013
H -1.244 1.496 -2.256
H -2.205 0.254 -1.548
Cl 4.270 0.595 2.300
C 3.041 0.662 3.651
C 1.756 1.361 3.353
Cl 1.079 0.609 1.895
H 3.567 1.149 4.472
H 2.892 -0.359 4.003
H 1.873 2.441 3.263
H 1.095 1.174 4.199
Cl 0.481 -0.029 -2.166
C 1.558 0.135 -3.548
C 1.478 -1.108 -4.449
Cl -0.184 -1.321 -5.135
H 2.552 0.323 -3.141
H 1.180 1.048 -4.007
H 1.620 -2.033 -3.890
H 2.127 -0.978 -5.314
Cl -2.631 2.738 5.052
C -3.125 1.219 4.117
C -1.941 0.287 3.626
Cl -0.925 1.023 2.366
H -3.718 1.522 3.254
H -3.945 0.730 4.642
H -2.272 -0.714 3.350
H -1.279 0.038 4.456
Cl 0.790 -1.776 0.861
C -0.247 -0.288 0.813
C -1.143 -0.174 -0.452
Cl -1.891 -1.749 -0.756
H 0.343 0.627 0.769
H -0.875 -0.270 1.704
H -0.445 0.012 -1.268
H -1.892 0.613 -0.360
Cl 2.007 1.078 -0.645
C 2.559 -0.628 -0.747
C 3.088 -1.024 0.687
Cl 3.989 -2.606 0.706
H 3.330 -0.813 -1.495
H 1.652 -1.212 -0.902
H 2.224 -1.220 1.322
H 3.766 -0.237 1.019

Charges per atom according to natural (NBO) partitioning, unit e: -0.056 -0.400 -0.370 0.015 0.224 0.243 0.210 0.214 -0.047 -0.344 -0.404 -0.111 0.236 0.091 0.239 0.206 -0.061 -0.458 -0.410 -0.073 0.256 0.227 0.206 0.219 -0.020 -0.353 -0.512 0.155 0.229 0.218 0.230 0.224 0.088 -0.465 -0.401 -0.059 0.228 0.262 0.253 0.233 -0.074 -0.352 -0.435 0.056 0.199 0.236 0.235 0.224 0.113 -0.466 -0.408 -0.039 0.216 0.203 0.103 0.244 -0.070 -0.524 -0.412 -0.100 0.229 0.261 0.192 0.201

=====

| no. | DFT total energy (eV) |
| --- | --- |
| 1 | -36759.885 |
| 2 | -208974.678 |
| 3 | -138027.659 |
| 4 | -217430.297 |